(1)
Molecular formula: C6H17N3OSi
Method: DFT, ωB97M-V with the def2-TZVPD basis set

Structure (XYZ):
```
28
C6H17N3OSi ωB97M-V with the def2-TZVPD basis set
O 1.615 0.523 1.228
C 2.712 -0.378 1.331
N 0.841 1.077 -1.515
C 2.434 -1.547 0.493
H 1.442 -1.864 0.747
H -0.348 2.402 2.252
H -2.106 2.589 -0.192
H 2.654 -0.640 2.400
H -0.415 -1.634 -1.901
H 2.544 -1.317 -0.640
H -0.066 1.508 -3.376
C -2.009 -1.262 1.000
N -0.916 -1.121 0.054
H -1.906 -2.407 -1.132
N -0.268 1.274 -2.460
H 1.685 1.367 -1.910
C -0.523 2.222 1.155
H -1.649 -0.726 1.832
H 3.617 0.142 1.195
H -2.326 3.373 1.410
C -1.692 2.749 0.793
H -0.827 0.436 -2.505
H -1.782 -0.794 -1.748
C -1.224 -1.556 -1.255
H -3.019 -0.848 0.797
Si 0.488 0.940 0.193
H -2.239 -2.271 1.140
H 3.287 -2.238 0.611
```

Output
- charge = 0
- LUMO level (eV) = 0.7
- HOMO (eV) = -6.7799
- relative energy (zero: lowest compared OMol25 entry of this formula, charge and spin) (eV) = 1.068
- gap between HOMO and LUMO (eV) = 7.49

What are the natural (NBO) partial charges on each atom? They are as follows, in elementary charge units:
1. O -0.93
2. C -0.04
3. N -0.94
4. C -0.65
5. H 0.26
6. H 0.23
7. H 0.19
8. H 0.18
9. H 0.18
10. H 0.21
11. H 0.36
12. C -0.42
13. N -0.73
14. H 0.18
15. N -0.69
16. H 0.39
17. C -0.74
18. H 0.19
19. H 0.18
20. H 0.19
21. C -0.31
22. H 0.36
23. H 0.12
24. C -0.41
25. H 0.14
26. Si 2.11
27. H 0.17
28. H 0.22


(2)
Molecular formula: C4H7ClO3S
Method: DFT, ωB97M-V with the def2-TZVPD basis set

Structure (XYZ):
```
16
C4H7ClO3S ωB97M-V with the def2-TZVPD basis set
C -0.600 0.119 -1.526
O -1.004 -2.151 -2.816
C 1.717 -0.216 1.017
H -0.008 1.554 0.173
C -0.243 0.956 1.180
H 2.486 -0.842 1.650
S -0.546 -1.581 -1.624
H -1.204 0.444 -3.705
H 1.670 -1.042 0.187
O 0.423 -0.067 1.616
O 0.800 -2.055 -1.182
H -0.963 1.862 -2.844
Cl -1.855 -2.147 -0.064
H -1.151 1.129 1.767
H 2.197 0.635 0.516
C -0.912 0.776 -2.674
```

Output
- charge = 0
- LUMO level (spin up / spin down) (eV) = -1.6 / -1.6
- HOMO (spin up / spin down) (eV) = -8.5760 / -8.5766
- relative energy (zero: lowest compared OMol25 entry of this formula, charge and spin) (eV) = 6.643
- gap between HOMO and LUMO (spin up / spin down) (eV) = 6.98 / 6.98

What are the natural (NBO) partial charges on each atom? They are as follows, in elementary charge units:
1. C -0.65
2. O -0.90
3. C -0.37
4. H 0.28
5. C 0.25
6. H 0.23
7. S 2.08
8. H 0.20
9. H 0.30
10. O -0.38
11. O -0.94
12. H 0.19
13. Cl -0.30
14. H 0.20
15. H 0.21
16. C -0.40


(3)
Molecular formula: C2H3NO3
Method: DFT, ωB97M-V with the def2-TZVPD basis set

Structure (XYZ):
```
9
C2H3NO3 ωB97M-V with the def2-TZVPD basis set
H -0.365 -0.247 -1.437
C 0.938 0.085 -0.109
N 0.344 -0.737 -0.851
H -0.347 1.338 -0.283
O -2.805 -0.494 0.874
O 1.964 -0.298 0.650
H 1.953 -1.269 0.628
O 0.500 1.303 0.134
C -2.182 0.320 0.394
```

Output
- charge = 0
- LUMO level (eV) = 0.8
- HOMO (eV) = -10.1953
- relative energy (zero: lowest compared OMol25 entry of this formula, charge and spin) (eV) = 1.442
- gap between HOMO and LUMO (eV) = 10.95

What are the natural (NBO) partial charges on each atom? They are as follows, in elementary charge units:
1. H 0.33
2. C 0.80
3. N -0.81
4. H 0.49
5. O -0.47
6. O -0.66
7. H 0.51
8. O -0.66
9. C 0.48